Below is a structure of composition C64H133CoN7O10 at a distorted geometry, with properties calculated with wB97M-V/def2-TZVPD.

Values from the calculation:
Kohn-Sham gap (spin up / spin down)	7.24 / 7.28	eV

```
! RIJCOSX wB97M-V def2-TZVPD def2/J DEFGRID3
* xyz 0 4
Co -23.6186 1.5191 0.9049
O -21.7796 -1.2576 3.4311
O -22.9161 2.2941 -3.3176
O -22.1931 1.5152 -0.6957
O -19.3881 2.2976 0.4727
O -24.4872 -1.7487 -2.0665
O -23.0215 -0.2309 -0.2508
O -31.3188 3.7301 3.1868
O -21.7974 0.5928 1.0129
O -25.0759 2.7015 1.8397
O -24.1108 0.2159 3.0344
N -18.4682 2.2852 -0.5554
N -25.2570 0.0977 3.8120
N -24.5329 3.5474 0.8390
N -22.6628 1.5538 -4.4182
N -23.7872 -2.9361 -2.2962
N -20.8123 -2.0253 4.0516
N -30.7605 3.8607 4.4084
C -25.2956 -2.4167 3.6095
C -25.7162 -4.5018 -1.6070
C -25.0239 0.1956 5.2906
C -23.2891 -3.0867 -3.6988
C -23.3499 -5.2865 -1.7176
C -21.9846 0.3929 -0.2182
C -28.7411 4.3775 5.9032
C -18.5263 -2.0942 5.2802
C -32.8607 3.2750 5.4559
C -23.6498 4.5831 1.4806
C -21.0430 3.2868 -5.3013
C -27.3879 -0.9496 5.4671
C -25.0398 0.7888 -4.4951
C -23.9069 1.4669 -5.2803
C -24.4231 -3.0019 -4.7795
C -18.4855 -0.1433 -0.6371
C -22.5456 -4.4277 -3.8097
C -22.3013 -1.9309 -4.0221
C -25.5599 2.5079 -1.1032
C -20.6894 -3.3955 3.4579
C -21.0179 0.9188 -6.2484
C -17.5271 1.0655 -0.6010
C -29.2160 3.2891 6.7866
C -26.4275 0.1971 5.9951
C -27.4139 -0.9641 4.0261
C -24.4401 2.9272 -5.7570
C -22.0409 -4.0621 3.6776
C -23.5878 0.5839 -6.4666
C -26.3823 -0.8489 1.8446
C -20.2333 1.3979 -3.9396
C -19.6815 -4.2023 4.4145
C -29.2591 4.1360 4.4258
C -16.7972 1.0594 -1.9621
C -18.2835 -3.4511 4.6244
C -16.5626 0.9902 0.6043
C -24.3704 5.4113 2.5293
C -16.0925 2.3748 -2.2979
C -22.3438 4.0529 2.1497
C -31.3476 2.9474 5.3684
C -20.1806 -3.4064 2.0221
C -30.8069 3.2305 6.7670
C -23.1958 -5.5820 -3.2034
C -17.9908 3.6273 -0.9818
C -26.8271 4.4279 0.1969
C -23.2588 5.6912 0.3812
C -17.1297 3.5622 -2.2452
C -28.5428 2.9516 3.7389
C -24.9147 4.8270 -1.3191
C -24.0577 -0.8274 6.0204
C -28.8962 5.3933 3.6249
C -24.0120 -3.7203 0.0559
C -19.1806 4.5966 -1.2654
C -24.4131 1.5891 5.5368
C -31.1834 1.3701 5.0471
C -21.2753 1.8093 -5.0030
C -26.0046 -1.0464 3.3603
C -25.5017 3.8551 -0.2636
C -20.1513 -0.2641 5.6138
C -19.6231 -1.2182 4.5288
C -24.2693 -4.0756 -1.4275
C -22.2729 0.8902 -7.2290
C -18.8949 -0.5735 3.4060
C -24.3559 6.1098 -0.5845
C -17.2139 4.3652 0.2257
H -25.9098 -5.3792 -0.9899
H -24.0870 -5.6869 -3.8222
H -20.8016 -0.1185 -5.9927
H -26.2386 -3.6816 -1.1146
H -24.9570 4.8426 3.2508
H -22.1479 0.0948 -7.9637
H -23.3601 1.7345 5.2958
H -29.4192 6.2764 3.9921
H -20.0428 -4.5005 5.3988
H -27.5146 4.7491 -0.5855
H -18.3980 0.2992 3.8299
H -24.6795 -2.9151 0.3630
H -23.2932 -1.0790 5.2852
H -24.7875 -0.0719 -3.8756
H -23.6681 -0.4702 -6.2010
H -22.3390 -5.1446 -1.3356
H -21.5854 -4.2280 -3.3341
H -22.7685 6.5293 0.8765
H -21.8887 3.7058 -5.8465
H -22.7272 -3.6143 2.9589
H -21.3963 -1.0406 2.5781
H -19.1256 -0.1863 -1.5183
H -26.0126 -4.7617 -2.6232
H -15.3103 2.5538 -1.5601
H -18.8561 5.4950 -1.7906
H -21.0229 3.7185 -4.3006
H -29.0148 5.2635 6.4760
H -16.6117 4.5152 -2.1377
H -27.4467 3.7404 0.7727
H -23.9966 -3.1615 -5.7699
H -23.9541 6.6777 -1.4236
H -31.0440 1.0015 4.0308
H -16.0462 0.2856 -2.1211
H -23.9958 3.7294 -5.1677
H -23.7536 -6.2598 -1.4385
H -17.7110 -3.3190 3.7063
H -17.7687 3.7636 -3.1049
H -17.6673 -1.4790 5.5479
H -16.3234 -0.0427 0.8572
H -20.1520 2.0342 -3.0583
H -23.5110 -0.4729 3.3300
H -25.0453 6.1925 2.1794
H -29.1407 5.3655 2.5631
H -22.5740 5.1607 -0.2804
H -23.9983 -1.3145 -1.3636
H -23.6731 5.9952 3.1302
H -27.9920 -0.1060 3.6830
H -28.9049 3.4343 7.8211
H -19.6386 4.7653 -0.2908
H -27.6533 4.4340 5.8613
H -28.5086 2.0867 4.4013
H -22.9414 -1.0636 -4.1842
H -23.4682 -0.4175 6.8405
H -25.5301 2.9366 -5.7479
H -26.8057 1.2190 6.0249
H -26.2104 -0.1484 7.0058
H -25.5269 1.4901 -3.8176
H -17.1961 1.2168 1.4618
H -25.7924 -3.2266 3.0754
H -19.1327 -3.1114 2.0775
H -22.3716 1.8429 -7.7492
H -24.5090 -1.7370 6.4166
H -15.7447 1.7094 0.5612
H -30.2737 0.9810 5.5044
H -17.5258 0.8901 -2.7549
H -16.2413 4.0206 0.5768
H -25.3449 -2.6669 4.6692
H -21.6618 -2.0420 -4.8978
H -24.0506 3.1315 -6.7544
H -17.8179 4.1948 1.1169
H -24.2630 -2.3811 3.2620
H -22.7019 1.7917 -2.5281
H -25.8381 0.5876 -5.2094
H -31.9991 4.4056 3.2362
H -29.0062 2.4008 2.9204
H -24.4298 0.6325 -7.1571
H -25.2631 -3.6431 -4.5124
H -18.2500 -1.2519 2.8474
H -19.0834 -0.2495 0.2681
H -20.9075 0.4284 5.2440
H -31.2279 2.6166 7.5632
H -19.2195 1.2559 -4.3139
H -27.5099 3.2254 3.5234
H -22.2953 -4.7040 -4.8339
H -32.8280 4.2978 5.8314
H -28.4351 -0.7821 5.7193
H -21.5353 4.7780 2.2427
H -22.9768 -3.3957 0.1612
H -22.5579 -3.9281 4.6278
H -26.6572 5.3186 0.8018
H -26.1364 2.6826 -2.0116
H -25.6861 3.2915 2.2880
H -19.3820 0.3754 6.0466
H -27.1004 -1.5947 1.5038
H -24.8326 -2.0064 -4.9506
H -25.5052 -1.0399 1.2264
H -21.8926 3.3923 1.4094
H -27.8445 5.6531 3.7449
H -17.0951 5.4435 0.1192
H -22.5270 -6.4055 -3.4537
H -20.5864 -0.8620 6.4147
H -21.6181 -1.6592 -3.2174
H -20.3606 -4.3226 1.4596
H -24.0377 -4.6480 0.6277
H -19.4647 -5.1944 4.0186
H -22.4550 3.5038 3.0846
H -17.9402 -1.0871 -0.6425
H -25.0165 6.7788 -0.0330
H -24.8807 2.3377 4.8972
H -24.5799 1.9942 6.5349
H -20.1040 3.4918 -5.8156
H -32.0006 0.8101 5.5015
H -20.1949 1.3713 -6.8016
H -27.0556 -1.8967 5.8921
H -31.0477 4.2356 7.1132
H -28.7639 2.3206 6.5729
H -20.6658 -2.6825 1.3674
H -19.6211 -0.2266 2.6709
H -20.5603 0.4354 -3.5463
H -19.9662 4.0662 -1.8035
H -33.2451 2.6454 6.2583
H -25.9333 1.7330 -0.4337
H -18.8873 -2.3675 6.2717
H -24.6261 2.2390 -1.5969
H -15.5457 2.3740 -3.2408
H -22.0091 -5.0657 3.2536
H -24.0471 4.3744 -1.7993
H -28.0339 -1.7837 3.6628
H -20.1564 1.9387 0.0228
H -33.4962 3.2460 4.5707
H -26.8817 0.0777 1.5614
H -25.6723 5.1272 -2.0429
H -17.7009 -4.0084 5.3580
*
```

These are the Mulliken partial charges, in e, on atoms 1 to 99:
1 Co -0.053
2 O 1.206
3 O 0.450
4 O 0.614
5 O -0.234
6 O -0.421
7 O -1.215
8 O -0.476
9 O 0.194
10 O 2.420
11 O 1.840
12 N 1.262
13 N 0.072
14 N 0.287
15 N 1.069
16 N 0.934
17 N -0.492
18 N 0.334
19 C -0.932
20 C -1.839
21 C 2.059
22 C 1.687
23 C -0.952
24 C 0.221
25 C -1.019
26 C -1.356
27 C -1.815
28 C 2.052
29 C -1.576
30 C -0.485
31 C -1.597
32 C 1.833
33 C -1.403
34 C -1.342
35 C -1.266
36 C -1.998
37 C -2.587
38 C 1.620
39 C -1.035
40 C 1.741
41 C -0.108
42 C -1.425
43 C -1.583
44 C -1.798
45 C -1.429
46 C -0.789
47 C -1.086
48 C -1.499
49 C -1.342
50 C 1.273
51 C -0.800
52 C -0.657
53 C -1.683
54 C -1.622
55 C -1.002
56 C -2.358
57 C 1.488
58 C -1.303
59 C -1.644
60 C -0.974
61 C 1.289
62 C -1.944
63 C -1.298
64 C -1.355
65 C -0.091
66 C -0.958
67 C -1.083
68 C -1.972
69 C -1.916
70 C -1.985
71 C -1.968
72 C -1.526
73 C 1.931
74 C 1.532
75 C 2.089
76 C -2.154
77 C 2.156
78 C 2.039
79 C -1.235
80 C -1.738
81 C -1.041
82 C -1.663
83 H 0.403
84 H 0.350
85 H 0.398
86 H 0.285
87 H 0.156
88 H 0.520
89 H 0.142
90 H 0.508
91 H 0.435
92 H 0.336
93 H 0.592
94 H -0.181
95 H -0.251
96 H 0.067
97 H -0.033
98 H 0.235
99 H 0.470

Below is the molecule C7H13N at a distorted geometry, with properties calculated with wB97M-V/def2-TZVPD.

Values from the calculation:
energy relative to the best compared isomer or geometry (same formula, charge and spin)	66.52	kcal/mol
Kohn-Sham gap	10.21	eV
SMILES	C=CC(=C)C[C@H](C)N

```
! RIJCOSX wB97M-V def2-TZVPD def2/J DEFGRID3
* xyz 0 1
N 0.3460 0.4788 -2.3542
C 1.1377 -0.1383 -1.3214
C 1.9061 0.8016 -0.3967
C -0.8704 -0.0581 0.3568
C -1.2832 -1.1195 2.4804
C 0.2405 -0.9056 -0.3060
C -0.7647 -0.0764 1.8604
C -1.9216 0.4731 -0.2720
H -0.1243 1.2931 -1.9757
H -1.0548 -1.2729 3.5672
H -2.4243 0.1987 -1.1951
H 1.3012 1.4308 0.2676
H 0.9276 0.8064 -3.1310
H 0.8156 -1.3780 0.4607
H -2.6111 0.9049 0.4341
H -1.9320 -1.8992 2.1719
H 1.9059 -0.8816 -1.5415
H -0.1973 0.6728 2.3603
H -0.5062 -1.5046 -0.8538
H 2.7660 0.4245 0.1511
H 2.3432 1.7494 -0.7630
*
```

Charges obtained by Mulliken population analysis, quoted in units of e:
1 N -0.628
2 C 0.271
3 C -1.270
4 C 0.472
5 C -0.681
6 C -0.940
7 C -0.555
8 C -0.875
9 H 0.263
10 H 0.232
11 H 0.332
12 H 0.200
13 H 0.266
14 H 0.493
15 H 0.323
16 H 0.313
17 H 0.323
18 H 0.323
19 H 0.367
20 H 0.391
21 H 0.380

Below is the molecule C3H6S3 at a distorted geometry, with properties calculated with wB97M-V/def2-TZVPD.

Values from the calculation:
energy relative to the best compared isomer or geometry (same formula, charge and spin)	12.44	kcal/mol
Kohn-Sham gap	8.28	eV
SMILES	C[C@@H](S)C(=S)S

```
! RIJCOSX wB97M-V def2-TZVPD def2/J DEFGRID3
* xyz 0 1
S 2.1759 -1.3984 -0.2278
S -1.3810 -0.9405 -1.1322
S 1.7639 1.2720 -1.1084
C 1.1151 -0.0577 -0.3987
C -0.3416 -0.1039 0.0875
C -0.9065 1.2543 0.4373
H -1.7777 1.1216 1.0980
H -0.6881 -2.0880 -1.2037
H 1.7311 -2.0606 0.8525
H -1.2056 1.8772 -0.4048
H -0.2970 -0.7291 0.9904
H -0.1883 1.8530 1.0098
*
```

Charges obtained by Mulliken population analysis, quoted in units of e:
1 S -0.137
2 S -0.182
3 S -0.214
4 C 0.039
5 C 0.300
6 C -1.539
7 H 0.387
8 H 0.146
9 H 0.131
10 H 0.383
11 H 0.288
12 H 0.397

What are the E_tot values for these records? In order: -5036.18902, -329.16545, -1312.44029 a.u..